288
Properties=species:S:1:pos:R:3:forces:R:3 method="wB97M-V/def2-TZVPD" e_above_lowest_kcal_mol=0.0 gap_ev=8.53 e_lumo_ev=0.11 total_charge=0
O 2.5441 -5.0579 5.5741 0.8509 -0.0932 0.3895
S 1.2979 -4.6752 5.0156 -0.8550 0.5363 -0.0316
O 1.2216 -3.5848 4.0958 -0.2917 -0.1186 -0.2099
O 0.6928 -5.9446 4.2579 -0.2064 1.8331 0.7891
C 0.9211 -7.2010 4.9120 0.0764 -0.7305 -1.0753
C 0.4823 -8.1615 3.8168 0.9376 -0.1791 -0.5100
C 0.1734 -4.3296 6.3687 0.4426 -0.3366 0.3075
H 0.3034 -7.3093 5.8115 0.1927 0.1800 -0.0910
H 1.9990 -7.2215 5.1169 -0.4412 -0.4806 0.2696
H 1.2249 -8.1687 2.9876 -0.2793 -0.0754 0.6568
H -0.4349 -7.8278 3.3495 -0.4326 0.0632 0.2579
H 0.3552 -9.1657 4.1889 -0.0140 -0.3573 0.0850
H -0.7797 -3.9655 5.9783 0.2219 -0.1014 0.1112
H 0.6519 -3.5941 7.0614 -0.2839 -0.5593 -0.7957
H 0.0703 -5.2854 6.9035 -0.1994 0.3956 -0.0477
O 7.6014 -0.0911 -4.7617 -1.2546 0.8248 -0.4790
S 6.5374 0.8029 -5.1794 -0.0550 -0.1047 -1.9346
O 6.5814 2.2216 -4.9973 0.3382 -0.4921 0.3744
O 6.3638 0.7288 -6.8598 -0.1024 0.1340 2.0019
C 6.3127 -0.5130 -7.6128 -2.5884 0.8743 1.9129
C 7.5024 -0.5899 -8.3885 3.5331 -1.0465 -2.5317
C 4.9373 0.2236 -4.6433 0.1913 -1.1612 -0.0954
H 5.3865 -0.4530 -8.2041 0.3180 0.1262 -0.0412
H 6.1345 -1.3257 -6.9129 0.3754 -0.3692 0.0318
H 8.4158 -0.8331 -7.7968 -0.7042 0.3651 -0.1866
H 7.7261 0.3103 -8.9955 -0.3481 -0.1679 0.6693
H 7.4636 -1.3782 -9.1689 -0.2428 0.1005 0.4899
H 4.7195 0.4093 -3.5914 0.4171 0.2966 -0.1499
H 4.9099 -0.8561 -4.8047 0.1916 -0.0500 0.0007
H 4.1599 0.6551 -5.2495 0.0689 0.4881 -0.2335
O -0.3435 1.8352 -1.3182 -0.5171 -0.3622 -0.0098
S 0.2718 1.4324 -0.0862 0.5686 -0.8068 -0.6222
O -0.3332 1.7632 1.1715 -0.2013 -0.1863 -0.0405
O 0.4179 -0.2376 -0.2014 -1.0786 2.4787 -1.7410
C 0.6839 -0.8578 1.0119 0.3549 -0.4140 2.0059
C 1.1374 -2.2727 0.7833 1.6404 0.5366 -1.2240
C 1.9408 1.9612 -0.1827 -1.1449 -0.5648 1.2636
H -0.2108 -0.8281 1.6650 0.4508 0.1857 -0.1536
H 1.5197 -0.2825 1.4258 -0.2222 -0.3668 0.8078
H 0.4365 -2.8567 0.2095 -0.3778 -0.2785 -0.0264
H 1.4563 -2.7773 1.6796 -0.3429 -0.0947 0.5832
H 2.0760 -2.1989 0.1855 -0.6221 -0.1846 0.2438
H 1.9287 3.0452 -0.3019 0.1318 -0.0251 -0.0499
H 2.2595 1.4299 -1.0421 0.8437 -0.1984 -0.8266
H 2.3672 1.5894 0.7585 0.4729 0.4109 -0.4221
O 4.5074 1.5444 -1.7075 0.8965 -0.0900 -0.1049
S 5.8898 1.7767 -1.3538 -1.9267 3.2931 3.5654
O 6.9505 1.0723 -1.9143 1.6362 -1.0021 -1.4542
O 6.1949 3.4069 -1.4910 0.9960 -3.4437 -0.1555
C 5.1647 4.2601 -1.0713 -0.9915 -0.1840 -1.0416
C 5.7661 5.6087 -1.0191 0.2135 0.8494 -0.0316
C 6.0404 1.6288 0.4923 -0.0601 -1.7448 -1.2498
H 4.7291 4.0232 -0.1022 0.1148 -0.3684 0.2122
H 4.3680 4.1470 -1.8194 -0.0579 0.4250 0.3792
H 4.8809 6.2207 -0.8795 0.2379 0.8107 0.3163
H 6.3051 5.9284 -1.9264 -0.3949 -0.3860 0.2334
H 6.4935 5.6646 -0.1990 -0.3915 0.2168 0.0083
H 5.0969 1.8116 0.9710 -0.4846 0.4796 0.1392
H 6.8598 2.2166 0.8784 0.1419 0.2023 -0.1527
H 6.2307 0.5379 0.6641 0.0980 0.9762 -0.2149
O 1.5499 2.7173 -6.4266 0.1167 -0.8328 -1.1246
S 1.9807 3.0908 -5.1370 -1.4095 3.3749 0.6969
O 3.0157 2.4707 -4.4060 0.8084 -1.1810 0.6280
O 2.4473 4.6545 -5.3400 -1.0513 -1.1669 0.0317
C 3.0478 5.3909 -4.2547 0.5481 -0.4296 0.1455
C 4.5621 5.2173 -4.2934 -0.8011 0.9418 0.2776
C 0.4714 3.2416 -4.1006 1.2377 0.3658 -1.6140
H 2.6407 5.1176 -3.2813 -0.0727 -0.4143 0.0819
H 2.7369 6.4120 -4.3878 -0.0591 0.4990 -0.4053
H 4.7688 4.2075 -4.0113 0.4881 -0.6836 -0.1521
H 4.9715 5.8693 -3.5031 0.0917 -0.0989 -0.6287
H 4.9416 5.4540 -5.3000 0.0466 -0.0824 0.5421
H -0.0073 4.1590 -4.5047 0.0231 -0.7664 0.5058
H 0.8762 3.3380 -3.1203 -0.0888 0.1940 0.8322
H -0.1217 2.3287 -4.1989 0.0564 0.2900 -0.0743
O 2.1032 5.2333 -0.8201 -0.6037 -0.2037 0.1553
P 1.0480 5.9275 -0.0298 1.1965 1.3044 0.6451
N -0.3356 6.2900 -0.8526 0.5424 -0.3146 0.0765
C -1.1001 7.5138 -0.7124 0.1583 0.6650 -0.6702
C -0.8312 5.1852 -1.6323 -0.1676 -0.4993 0.1423
N 1.7145 7.4150 0.5123 -0.9226 -1.3344 0.3961
C 2.5446 8.2241 -0.3623 0.1354 1.0318 0.7335
C 1.4971 7.9089 1.8710 0.6720 0.3685 -1.0105
N 0.4631 5.0322 1.2563 -0.7877 0.4825 0.2649
C 1.3532 4.4310 2.2385 0.4365 -0.3455 -0.4986
C -0.9127 5.2648 1.7772 0.9552 0.6012 -0.8547
H -2.0649 7.4417 -1.2239 0.0047 -0.3901 0.3376
H -0.6066 8.3305 -1.2445 0.1873 0.1114 0.0413
H -1.2420 7.8727 0.3099 -0.0930 -0.3858 0.0771
H -1.4545 4.4534 -1.1458 -0.8209 0.1209 0.8279
H -0.0713 4.5314 -1.9905 1.1146 0.0830 -0.0765
H -1.3195 5.5203 -2.5006 -0.8667 0.6375 -1.1490
H 3.6330 8.1436 -0.1318 -0.6226 -0.0706 -0.0679
H 2.3769 7.8847 -1.3706 0.1070 0.1235 -0.4914
H 2.2843 9.3356 -0.2608 0.1285 -1.4285 -0.2350
H 0.9658 7.1811 2.4488 -0.4688 -0.2567 0.2769
H 2.4624 8.0695 2.3778 -0.2351 0.1797 -0.1246
H 0.9360 8.8474 1.7915 0.0626 0.0126 0.4896
H 2.2420 4.1297 1.6723 -0.0811 -0.4319 0.3855
H 1.7215 5.1262 2.9931 -0.2262 0.2762 0.2643
H 0.8620 3.5736 2.7520 0.4095 0.4720 -0.5885
H -0.8789 6.0280 2.5539 -0.2864 0.3449 -0.0070
H -1.2451 4.3744 2.2562 -0.3307 -0.9350 0.1690
H -1.5933 5.5373 0.9499 0.3535 -0.1181 0.6748
O -5.2822 1.1528 4.8867 0.2755 0.4187 -0.0725
P -5.4938 0.2349 3.7519 -0.0770 0.3081 -0.6631
N -6.9270 0.3798 2.9178 -0.0477 -0.6223 -0.1261
C -8.1317 -0.1601 3.5939 0.4895 0.3949 1.1483
C -7.0460 1.7670 2.4568 -1.6041 -0.0081 1.1855
N -5.4805 -1.2836 4.3496 0.1858 -2.3950 0.8216
C -5.0380 -1.5641 5.7373 0.9298 0.6184 -0.4695
C -5.7891 -2.5008 3.5466 0.2581 0.8558 0.0681
N -4.3850 0.4613 2.4961 0.6541 -0.1222 2.0043
C -4.5519 -0.0414 1.1537 0.3946 0.5319 0.5168
C -3.0218 0.4028 3.0947 -0.9056 0.5925 -0.6696
H -9.0182 0.3176 3.1868 -0.0115 0.1156 -0.1039
H -8.1116 0.0432 4.7179 -0.0856 -0.2048 -1.3096
H -8.2458 -1.2419 3.4427 0.2334 0.3073 -0.0012
H -7.1941 2.3610 3.3512 -0.2261 0.6030 0.2937
H -7.9397 1.8744 1.8453 0.2800 -0.0210 -0.4092
H -6.1687 2.1712 2.0109 0.4834 -0.2935 -0.7048
H -5.7908 -2.0487 6.3363 -0.5042 -0.2823 0.0484
H -4.1324 -2.1857 5.7363 -0.2560 -0.2505 -0.1737
H -4.7109 -0.6612 6.2712 -0.4985 -0.0147 -0.4932
H -6.0966 -2.1598 2.5682 -0.0477 0.0699 -0.4357
H -4.9311 -3.1836 3.3983 -0.3502 0.3864 0.2975
H -6.6487 -3.0546 3.9388 0.2114 0.0110 0.3076
H -5.6226 -0.0579 1.0068 -0.0910 -0.1957 -0.7465
H -4.0352 0.6708 0.5041 -0.2912 -0.1501 -0.3590
H -4.0766 -1.0129 1.0322 -0.1767 -0.3827 -0.1979
H -3.0445 1.1133 3.9074 0.3374 0.1259 0.3315
H -2.2658 0.7061 2.3789 0.0735 0.0400 -0.2186
H -2.7926 -0.5798 3.4872 0.1892 -0.4859 0.1064
O 3.1727 1.2292 2.4209 0.0304 -0.1526 -0.2787
P 3.5441 0.4848 3.6445 0.9225 -1.1272 0.0589
N 4.4981 -0.8883 3.6372 0.5876 0.6511 0.1450
C 4.0611 -2.2722 3.3575 -0.1965 0.8267 -0.6965
C 5.9377 -0.6895 3.3530 -0.2794 -0.9959 0.3694
N 2.1837 -0.1077 4.3679 -0.6909 0.5412 0.3202
C 0.9941 0.7279 4.2928 -0.9565 0.3828 0.4453
C 2.2756 -0.8366 5.6110 -0.1063 0.2639 0.8756
N 4.5026 1.5220 4.5336 -0.0381 -0.7861 2.2057
C 5.0427 1.0824 5.8747 1.3006 0.8991 -1.7128
C 4.1443 2.9086 4.5582 0.4044 1.5967 0.1625
H 4.7257 -3.0167 3.7881 0.1091 0.1670 0.6212
H 4.2089 -2.4404 2.2910 -0.4418 -0.1489 -0.2351
H 3.0211 -2.4372 3.6628 0.4863 0.0680 -0.2322
H 6.1585 -1.1258 2.3688 0.1725 0.3290 0.1333
H 6.5473 -1.2307 4.0995 -0.2697 -0.0214 -0.2615
H 6.2196 0.3493 3.4498 -0.0500 0.1866 -0.3814
H 0.7709 1.3685 5.1828 0.7258 -0.4143 -0.2080
H 0.9969 1.3962 3.4393 0.1846 -0.1848 -0.2392
H 0.1100 0.0986 4.2210 -0.1337 -0.2536 -0.2099
H 2.2452 -0.1515 6.4813 0.4915 -0.1351 -0.2220
H 1.4305 -1.4860 5.8072 -0.4603 -0.1856 -0.5886
H 3.1477 -1.4749 5.6025 0.2747 0.0906 0.2939
H 6.0028 1.6598 6.0494 -1.0063 -0.7402 -0.1070
H 4.3791 1.2684 6.6902 -0.6881 0.3652 0.4901
H 5.2401 0.0244 5.8408 0.2575 -0.2964 0.0029
H 5.0226 3.5598 4.4504 0.1960 -0.2488 -0.1115
H 3.6997 3.2888 5.5000 -0.2135 -0.6623 -0.2440
H 3.5056 3.1537 3.7279 -0.3697 0.0237 -0.2409
O -0.7955 -2.8724 -6.2236 0.7429 -0.6991 1.5998
P -0.1377 -2.6937 -4.8843 0.3081 -0.5366 0.1284
N 0.2977 -1.1382 -4.7097 0.3852 0.9866 -0.1037
C -0.4032 -0.2622 -5.6601 -0.9888 0.4359 1.0961
C 1.3841 -0.5240 -3.8937 -0.2113 -1.1207 -1.3181
N 1.3603 -3.4386 -4.4751 -1.2584 -0.3353 -0.1867
C 2.4750 -2.9981 -5.3205 -0.3611 -0.4339 -0.0708
C 1.3222 -4.8637 -4.0744 0.1002 -0.3035 -0.9689
N -1.1571 -3.1241 -3.6116 0.0282 -0.8471 -2.0847
C -2.1989 -4.1418 -3.8909 1.2712 0.4103 1.0484
C -0.7874 -2.9097 -2.2648 -0.3496 -0.8858 0.8638
H -1.4415 -0.0529 -5.3320 0.3808 -0.1204 -0.0674
H -0.4792 -0.6586 -6.6478 0.1929 -0.4602 -0.5290
H 0.0806 0.6824 -5.7180 0.6419 0.7791 -0.0161
H 2.1433 -0.1313 -4.6022 -0.3542 0.0819 0.6353
H 1.8642 -1.2795 -3.2531 -0.3412 0.2499 -0.2869
H 0.9597 0.2435 -3.2746 -0.0461 0.5931 0.3320
H 3.2168 -2.4639 -4.7343 0.2093 0.0570 -0.0086
H 2.9383 -3.8402 -5.8256 0.1523 -0.1825 -0.0130
H 2.0988 -2.3429 -6.1011 0.0937 0.1750 -0.0787
H 0.7656 -5.5173 -4.7968 0.4720 0.5296 0.2608
H 2.3596 -5.2540 -4.0271 -0.5805 0.2597 0.1498
H 0.8208 -5.0184 -3.1174 0.2020 0.2595 0.0597
H -3.1203 -3.7754 -3.4391 -0.2747 -0.2803 -0.1507
H -2.2435 -4.2287 -4.9583 -0.4749 -0.0722 -0.4916
H -1.9102 -5.1262 -3.4624 -0.2676 0.3963 -0.0728
H -1.7265 -2.8481 -1.6934 0.3687 0.6660 0.2424
H -0.0903 -2.1038 -2.1545 -0.1911 1.0298 0.1161
H -0.2367 -3.7288 -1.7840 -0.0307 -0.6001 -0.1872
O 5.5645 -4.2719 1.2508 0.1791 -0.1319 0.7691
P 4.7006 -4.4413 0.0761 -0.5903 0.0802 -1.1670
N 5.2589 -5.5354 -1.0771 0.1864 0.4510 -0.1550
C 5.5043 -6.8217 -0.4179 0.2661 -0.2142 -0.7480
C 6.3212 -5.0006 -1.9685 0.3980 0.5030 1.2531
N 4.5892 -2.9941 -0.7462 -0.2052 -0.6150 -0.2863
C 3.5420 -2.8026 -1.7918 1.3379 0.8920 0.7713
C 5.6539 -1.9786 -0.5120 -1.1789 -0.4007 -0.7524
N 3.1898 -5.0940 0.4235 1.1323 0.5231 -1.2074
C 2.8183 -5.3640 1.7875 -0.4504 0.1272 0.2941
C 2.3348 -5.6071 -0.6664 0.2607 -0.7050 1.3608
H 4.5479 -7.3160 -0.2338 0.0241 0.0585 0.2134
H 6.0636 -6.7016 0.5287 -0.0504 -0.3018 -0.4632
H 6.0202 -7.4449 -1.1601 0.1655 -0.0342 0.5113
H 6.8319 -5.7676 -2.5539 -0.4701 -0.1070 0.0054
H 7.1153 -4.4914 -1.3753 -0.2282 -0.3318 -0.2588
H 5.9002 -4.2169 -2.5971 -0.0418 -0.2751 -0.2272
H 3.7966 -3.0078 -2.8535 0.3886 -0.0615 0.6703
H 2.6917 -3.4014 -1.5243 -0.4215 -0.0293 -0.0412
H 3.2955 -1.7419 -1.6909 -0.3821 -0.0378 -0.3605
H 5.1828 -1.0898 -0.1058 -0.1608 0.3506 -0.0261
H 6.3193 -2.3624 0.2523 0.2662 -0.0939 -0.1886
H 6.1584 -1.7125 -1.4553 0.0629 -0.1489 0.3878
H 2.8789 -6.4517 2.0181 0.0678 0.5029 0.0069
H 3.4396 -4.7717 2.4967 -0.4171 -0.5923 -0.5560
H 1.7744 -5.0491 1.8750 0.0170 -0.1302 0.4825
H 1.9822 -6.6338 -0.3821 0.1846 0.7049 -0.3134
H 2.9437 -5.6767 -1.5636 -0.1925 -0.0199 -0.0946
H 1.4589 -4.9666 -0.8206 0.1263 -0.0690 -0.0446
O -3.6957 -6.7264 2.5781 -0.0099 -0.2783 0.3046
P -3.4048 -5.6876 1.5769 0.3423 0.6829 -0.0182
N -2.7225 -4.3559 2.3259 -0.8471 -0.0860 0.3266
C -2.6731 -4.2866 3.7908 -0.2404 0.8518 -0.7888
C -2.0827 -3.2291 1.6623 -0.5390 -0.8331 0.3813
N -4.7464 -5.4631 0.5978 -0.3592 1.9689 0.4169
C -6.0601 -5.7168 1.2191 0.5055 -0.0358 -0.1476
C -4.7522 -4.2774 -0.3284 0.4664 -1.7867 -0.8753
N -2.2988 -5.9426 0.3759 -0.9788 -0.5434 -0.4445
C -2.7662 -6.9147 -0.6106 0.7037 0.0050 -0.9682
C -0.9031 -5.9637 0.6668 1.0917 0.0140 0.4058
H -3.2885 -5.0971 4.1625 -0.2206 0.2129 0.4249
H -2.9609 -3.2439 4.1419 0.0828 -1.2908 -0.2595
H -1.6538 -4.4651 4.0904 0.5541 -0.0462 0.2969
H -1.0598 -3.2071 2.0215 0.3316 0.5267 0.0938
H -2.6389 -2.3203 1.9277 0.4048 0.0506 -0.3621
H -2.0559 -3.4478 0.5992 -0.0921 0.4601 -0.1708
H -6.7019 -5.9532 0.3645 -0.4605 0.1532 0.5356
H -5.9514 -6.5691 1.8819 -0.0758 -0.2763 -0.1960
H -6.4455 -4.9107 1.8798 0.0959 -0.0014 -0.7394
H -3.7872 -4.1792 -0.8636 -0.2508 -0.1269 0.6144
H -5.4635 -4.4408 -1.1654 0.0021 0.0243 0.7384
H -4.9692 -3.3658 0.1780 -0.2990 0.8288 0.4451
H -2.6259 -7.9519 -0.3344 0.1102 -0.3504 0.4986
H -3.8144 -6.7753 -0.8512 0.1708 0.0603 0.0575
H -2.1857 -6.7811 -1.5211 0.1025 0.1047 -0.2301
H -0.6487 -5.1745 1.3781 -0.0369 -0.1300 -0.0537
H -0.2880 -5.7821 -0.2199 -0.3750 -0.0841 -0.0936
H -0.5468 -6.8997 1.1189 -0.1381 -0.1039 -0.1052
O -6.7368 2.7371 -0.6073 0.0151 0.7526 -0.6364
P -7.1179 4.1778 -0.6575 -1.4355 -0.5394 1.5106
N -5.8761 5.0754 -0.0343 1.1538 0.1914 1.1727
C -4.8620 4.4763 0.8841 -0.7517 -0.0823 -0.3269
C -5.7894 6.5178 0.0345 -0.3220 -0.0951 -0.3160
N -8.5341 4.5025 0.2828 0.9435 -0.0324 0.3433
C -8.5525 4.8326 1.7425 0.0679 0.5211 -1.9331
C -9.7690 3.8562 -0.1815 0.4260 0.9301 -0.2097
N -7.5747 4.7809 -2.1339 0.2924 -0.6616 0.4113
C -7.1150 4.0178 -3.3091 -0.3193 0.6983 -0.0264
C -8.3368 6.0126 -2.3235 1.1139 0.0506 -0.2559
H -5.1391 3.4407 1.0301 0.2562 -0.1754 -0.0091
H -4.8790 4.9779 1.8724 0.0385 -0.0997 -0.4732
H -3.8429 4.5147 0.4542 -0.4502 0.1486 0.1117
H -6.2566 6.9930 -0.8075 -0.6434 0.1748 -0.3069
H -4.7626 6.7964 -0.0668 0.9406 0.1761 0.0727
H -6.1438 6.9551 0.9744 -0.2156 -0.1306 -0.0044
H -7.6110 5.2537 2.0604 0.6588 -0.4910 0.1050
H -9.1941 5.7072 1.8402 -0.6846 -0.2693 0.3616
H -8.8684 3.9729 2.3328 0.0305 0.2033 0.1798
H -10.5545 4.6342 -0.3133 0.2180 -0.6175 0.0525
H -9.5354 3.3900 -1.1362 -0.3578 -0.0324 -0.1205
H -10.1178 3.0760 0.4966 0.0044 0.0201 0.1436
H -7.9869 3.8798 -3.9586 0.1492 -0.2883 -0.0177
H -6.3567 4.5594 -3.9082 -0.1642 -0.2052 0.4114
H -6.7240 3.0613 -2.9513 -0.0212 0.1439 -0.3790
H -8.6195 6.4080 -1.3343 0.1113 0.0111 -0.5911
H -9.2181 5.8564 -2.9388 -0.3178 -0.2639 0.0356
H -7.6960 6.7151 -2.9083 -0.4488 -0.0407 0.6006
C -2.9110 -0.0106 -2.6524 -0.4909 -2.2197 -0.4081
S -3.1255 1.5456 -3.3638 0.3504 0.7467 -1.2286
O -4.4659 1.5521 -3.9971 -0.4032 -0.1832 -0.5623
C -3.3742 2.4352 -1.9160 -1.2193 1.1364 0.6437
H -2.8904 -0.6865 -3.5345 0.5621 0.1066 0.6288
H -3.7855 -0.3412 -2.1027 -0.5074 0.3679 0.1963
H -2.0720 -0.1066 -1.9819 0.6529 0.1044 -0.2090
H -4.2949 2.0538 -1.4773 0.0173 -0.2342 0.3757
H -3.6520 3.4430 -2.2277 0.3286 0.1975 0.0379
H -2.5153 2.4174 -1.2862 0.4967 0.0255 0.5706